Entry from OMol25: one molecule with the formula C6H7Cl in a non-equilibrium geometry (the ωB97M-V functional and the def2-TZVPD basis).

CARTESIAN COORDINATES (ANGSTROEM)
C: 2.349 -1.236 -0.579
C: 1.445 -0.495 -0.306
C: 0.337 0.445 -0.097
C: 0.040 0.486 1.395
Cl: 0.896 2.085 -0.595
C: -0.765 0.044 -1.048
C: -1.988 -0.266 -0.616
H: 3.234 -1.790 -0.482
H: 0.901 0.815 1.928
H: -0.221 -0.550 1.675
H: -0.808 1.154 1.620
H: -0.467 0.039 -2.102
H: -2.183 -0.157 0.454
H: -2.771 -0.573 -1.247

largest force on an atom: 1.89 eV/A
molecular weight: 114.6 g mol⁻¹
total charge: 0
Kohn-Sham gap: 10.94 eV
SMILES: C#C[C@@](C)(Cl)C=C
HOMO energy: -0.36848 hartree
energy above the lowest of the compared OMol25 structures with the same formula, charge and spin: 41.3 kcal/mol
E_tot: -18855.270 eV



Entry from OMol25: C9H25IN2Zn as an isolated structure in a non-equilibrium geometry (the ωB97M-V functional and the def2-TZVPD basis).

CARTESIAN COORDINATES (ANGSTROEM)
C: -2.540 1.003 -2.734
C: -2.847 -1.886 -3.053
H: -2.784 1.889 -2.145
H: -3.094 0.977 -3.676
H: -1.442 0.918 -2.853
H: -3.316 -2.833 -2.748
H: -3.332 -1.540 -3.963
H: -1.775 -2.017 -3.179
Zn: 0.863 0.167 -0.402
C: 1.857 0.049 -2.065
H: 1.597 -0.897 -2.571
H: 2.959 0.101 -1.958
H: 1.511 0.890 -2.697
I: -3.291 -0.539 -1.422
C: -0.788 1.940 1.548
N: 0.600 1.628 1.153
C: 1.275 2.872 0.727
C: 1.349 0.930 2.250
C: 0.804 -0.498 2.468
N: 0.705 -1.273 1.182
C: 1.915 -2.090 0.907
C: -0.457 -2.182 1.196
H: -1.279 2.489 0.739
H: -0.796 2.571 2.452
H: -1.365 1.032 1.748
H: 1.450 3.559 1.569
H: 2.235 2.638 0.250
H: 0.648 3.379 -0.015
H: 2.412 0.888 1.960
H: 1.262 1.495 3.197
H: 1.460 -1.034 3.180
H: -0.206 -0.456 2.900
H: 2.161 -2.781 1.728
H: 1.748 -2.686 -0.002
H: 2.780 -1.443 0.718
H: -1.377 -1.623 1.389
H: -0.560 -2.695 0.232
H: -0.343 -2.944 1.989

largest force on an atom: 3.21 eV/A
molecular weight: 353.6 g mol⁻¹
total charge: 0
Kohn-Sham gap: 3.19 eV
HOMO energy: -0.11790 hartree
energy above the lowest of the compared OMol25 structures with the same formula, charge and spin: 139.7 kcal/mol
E_tot: -69230.839 eV